[1]
{"formula": "C26H39BrFO11P2", "method": "the ωB97M-V functional and the def2-TZVPD basis", "species": ["C", "C", "C", "C", "C", "C", "C", "C", "C", "C", "C", "C", "O", "P", "C", "C", "F", "P", "O", "Br", "O", "H", "H", "H", "H", "H", "H", "H", "H", "H", "H", "H", "H", "H", "H", "H", "H", "H", "H", "H", "H", "H", "H", "H", "H", "H", "H", "H", "H", "H", "H", "H", "C", "C", "C", "O", "C", "C", "C", "O", "O", "O", "H", "H", "H", "H", "C", "C", "C", "O", "C", "C", "C", "O", "O", "O", "H", "H", "H", "H"], "xyz": [[6.12690, -2.17668, 0.01274], [5.40909, -0.80228, -0.17996], [3.86959, -1.06199, -0.08486], [3.05345, 0.27930, -0.09865], [1.79999, 0.07482, 0.83977], [0.58756, 0.95809, 0.39621], [-0.70025, 0.40668, 1.11438], [-1.97634, 0.48800, 0.23368], [-2.04429, -0.54267, -0.94041], [-2.74099, -1.88164, -0.54301], [-1.75677, -2.67817, 0.36371], [-2.07344, -2.80161, 1.87815], [-1.18044, -3.74365, 2.42120], [-0.31805, -4.62468, 1.15022], [0.75718, -5.33028, -0.35019], [1.83290, -4.33922, -0.82454], [-0.08251, -5.51114, -1.48534], [-1.39477, -6.53748, 1.49226], [-2.18616, -6.41146, 2.99975], [0.27413, -8.04895, 1.94341], [-1.46981, -4.01630, -0.01953], [6.53070, -2.26893, 1.03906], [5.45264, -3.03552, -0.13250], [6.98918, -2.31010, -0.66642], [5.58459, -0.47461, -1.22035], [5.73000, -0.04205, 0.54569], [3.59202, -1.61703, -0.99733], [3.58934, -1.68724, 0.77701], [3.65917, 1.10925, 0.31364], [2.64557, 0.48123, -1.10202], [2.06741, 0.26969, 1.89197], [1.51089, -0.98541, 0.73580], [0.48560, 0.94612, -0.70213], [0.71043, 1.99421, 0.76622], [-0.89465, 1.01590, 2.02124], [-0.45970, -0.60296, 1.47647], [-1.96711, 1.49513, -0.23980], [-2.88573, 0.45436, 0.85660], [-2.61156, -0.04427, -1.75446], [-1.03061, -0.70507, -1.34747], [-3.72307, -1.70848, -0.09420], [-2.84710, -2.44993, -1.48698], [-0.78548, -2.18266, 0.15056], [-2.10498, -1.84587, 2.44313], [-3.14281, -3.12470, 1.92984], [0.55761, -3.47248, 1.11985], [0.68581, -5.17170, 2.07048], [1.19749, -6.32183, -0.14680], [2.07216, -4.60634, -1.87550], [2.77230, -4.45581, -0.25589], [1.50300, -3.29006, -0.83544], [-2.61676, -5.55417, 3.04685], [4.79201, 6.58127, -1.22863], [5.29345, 5.38200, -0.92325], [4.45091, 4.31316, -0.30836], [4.95075, 3.23353, -0.06661], [3.05102, 4.62090, -0.01972], [2.55079, 5.82137, -0.32242], [3.38642, 6.88128, -0.96110], [2.87813, 7.95240, -1.23318], [1.27143, 6.14019, -0.07017], [6.57824, 5.07103, -1.15220], [5.39163, 7.36171, -1.67568], [2.45480, 3.84424, 0.44036], [1.16608, 7.05491, -0.38324], [6.68002, 4.15233, -0.84578], [-7.84175, 2.14987, -1.50412], [-7.14896, 1.01335, -1.39236], [-5.90216, 0.93136, -0.57381], [-5.32272, -0.13258, -0.49250], [-5.43504, 2.14840, 0.09026], [-6.12668, 3.28441, -0.02523], [-7.38720, 3.35900, -0.82132], [-7.98910, 4.41528, -0.87928], [-5.72746, 4.42182, 0.56838], [-7.53422, -0.11437, -2.00625], [-8.74632, 2.21987, -2.09173], [-4.52230, 2.08313, 0.66528], [-6.39716, 5.08558, 0.33040], [-6.86788, -0.78280, -1.76382]], "homo_ev": -3.7, "e_lumo_ev": -0.3183, "charge": -1, "gap_ev": 3.3}

[2]
{"formula": "C26H39Cl2FeN6O4SSeSi", "method": "the ωB97M-V functional and the def2-TZVPD basis", "species": ["Fe", "N", "C", "C", "C", "C", "C", "C", "S", "O", "O", "N", "C", "N", "C", "C", "C", "N", "H", "H", "H", "H", "H", "H", "H", "H", "H", "Cl", "C", "Cl", "C", "O", "O", "H", "C", "Si", "C", "C", "C", "C", "C", "C", "C", "C", "H", "H", "H", "H", "H", "H", "H", "H", "H", "H", "H", "H", "H", "H", "H", "H", "H", "H", "H", "H", "H", "C", "N", "C", "C", "N", "C", "C", "Se", "H", "H", "H", "H", "H", "H", "H", "H"], "xyz": [[-0.38794, -2.02561, 0.24646], [-3.65989, 3.03230, 5.74080], [-3.33654, 2.67188, 4.44521], [-2.62002, 3.54609, 3.62289], [-2.25631, 3.16547, 2.34671], [-2.59350, 1.90316, 1.87496], [-3.31041, 1.02452, 2.67942], [-3.67526, 1.40823, 3.95363], [-2.17189, 1.41255, 0.23845], [-0.85639, 2.20937, 0.04128], [-3.11521, 1.91141, -0.70741], [-1.80669, -0.09265, 0.21792], [-2.84898, -1.04212, 0.02577], [-2.29089, -2.26956, -0.18695], [-3.19329, -3.33037, -0.37598], [-4.54027, -3.07525, -0.33893], [-4.99591, -1.78600, -0.09795], [-4.09681, -0.73773, 0.10493], [-3.68518, 4.01817, 5.93916], [-4.40694, 2.51647, 6.17438], [-2.34702, 4.52743, 3.99188], [-1.70993, 3.85346, 1.71697], [-3.59598, 0.05563, 2.29504], [-4.22930, 0.72129, 4.58179], [-2.76014, -4.30542, -0.53133], [-5.24348, -3.88419, -0.48781], [-6.04413, -1.53230, -0.05718], [3.53573, -1.68252, 3.19025], [3.18702, -2.80699, 1.86280], [4.47234, -2.73337, 0.64993], [1.80561, -2.48015, 1.29415], [0.83368, -2.56404, 2.06281], [1.68896, -2.11732, 0.08897], [3.16967, -3.80724, 2.28449], [1.31829, 0.87607, 1.27740], [0.83972, 1.97785, -0.13618], [1.48346, 3.74473, 0.23398], [0.47162, 4.81782, -0.20583], [2.83896, 4.07389, -0.40433], [1.65253, 3.88694, 1.75819], [1.13101, 1.41437, -1.92975], [2.63218, 1.18300, -2.17660], [0.61348, 2.52744, -2.85968], [0.39929, 0.13194, -2.33529], [0.90398, 1.32964, 2.18186], [2.39935, 0.80336, 1.41540], [0.92011, -0.13153, 1.24294], [0.27121, 4.79841, -1.27627], [0.87441, 5.80597, 0.03921], [-0.48408, 4.71321, 0.30595], [2.78384, 4.15827, -1.48911], [3.60758, 3.33786, -0.15617], [3.17976, 5.04070, -0.02080], [0.71475, 3.71591, 2.29327], [1.97940, 4.90594, 1.98726], [2.40019, 3.20189, 2.16032], [3.21097, 2.10295, -2.14208], [2.76792, 0.75059, -3.17348], [3.05620, 0.47529, -1.45914], [1.16255, 3.46053, -2.74208], [-0.44806, 2.72713, -2.69792], [0.73568, 2.20941, -3.90019], [0.80395, -0.74066, -1.81727], [0.59137, -0.04609, -3.39970], [-0.67933, 0.18502, -2.19054], [3.01787, -6.04247, -1.09003], [2.28355, -5.11363, -1.92866], [2.72834, -4.63549, -3.14505], [1.73541, -3.88725, -3.66252], [0.69272, -3.91475, -2.75792], [-0.62067, -3.33051, -2.97490], [1.03481, -4.65791, -1.68249], [-0.01206, -4.98121, -0.19274], [4.03412, -5.68714, -0.95354], [3.02494, -7.03144, -1.54806], [2.51268, -6.10008, -0.12929], [3.70605, -4.86842, -3.52583], [1.67416, -3.34028, -4.58571], [-0.56869, -2.68866, -3.85093], [-0.93264, -2.74616, -2.11047], [-1.35754, -4.11704, -3.13271]], "s2": 8.7772, "spin_multiplicity": 6, "homo_ev": [-4.6, -7.9], "e_lumo_ev": [0.4613, 0.3950], "gap_ev": [5.1, 8.3]}